Entry 1:
C3H3N3O | wB97M-V/def2-TZVPD

```
10
Properties=species:S:1:pos:R:3:mulliken_charge:R:1
O -1.30422 -2.06791 0.06203 -0.4285
C -0.72090 -1.03020 0.09767 0.5127
N 0.61206 -0.89548 0.76891 -0.2026
N 0.40458 0.42631 1.04128 -0.2900
C 0.79639 1.03667 -0.17276 -0.1263
C -0.35729 1.07448 -0.88554 -0.0458
N -1.25558 0.21552 -0.30100 -0.4096
H 0.58872 -1.44905 1.62526 0.2808
H 1.84989 1.08683 -0.43449 0.3316
H -0.61365 1.60281 -1.80137 0.3778
```

Output
Energy above the lowest of the compared OMol25 structures with the same formula, charge and spin in kcal per mole: 126.00
Structure (SMILES): O=c1nccn[nH]1
F_max in eV/A: 1.28
LUMO level (spin up / spin down) in Ha: -0.04187 / -0.06925

Entry 2:
C14H24FN3O7P2S2 | wB97M-V/def2-TZVPD

```
53
Properties=species:S:1:pos:R:3:mulliken_charge:R:1
N -1.77858 1.34145 0.93317 -0.4851
C -2.08725 0.42362 -0.10956 -0.0581
C -3.04941 -0.62970 0.08583 -0.3335
N -3.34247 -1.50187 -0.82748 -0.6259
C -2.69848 -1.35209 -2.02348 -0.1096
C -2.96429 -2.25488 -3.06720 -0.5458
C -2.35855 -2.11033 -4.27405 -0.1595
S -2.76104 -3.42560 -5.41126 1.2888
O -3.42681 -4.44197 -4.67302 -0.6485
O -1.66401 -3.74519 -6.24412 -0.5223
F -3.85733 -2.72117 -6.25940 -0.1767
C -1.45413 -1.02917 -4.53188 0.0811
P -0.90538 -0.73915 -6.23850 1.0756
O -1.98051 -0.98263 -7.19779 -0.6612
O 0.40284 -1.63284 -6.33443 -0.4966
O -0.29460 0.72560 -6.32052 -0.5483
C -1.13707 -0.18642 -3.49703 0.5846
P 0.02113 1.21224 -3.63597 0.4004
S -0.82413 2.86059 -4.23238 -0.4777
C -1.77023 -0.32020 -2.22949 0.2005
N -1.46312 0.56335 -1.23906 -0.3257
H -1.63945 0.85839 1.81659 0.2879
H -2.55012 1.98649 1.07354 0.2991
H -3.55068 -0.70708 1.04765 0.4208
H -3.64722 -3.07397 -2.88633 0.6295
H 0.77395 -1.59227 -7.22933 0.3452
H -0.86034 1.43226 -5.94606 0.2475
H 0.60447 1.27893 -2.37317 0.1055
H 1.04488 0.72817 -4.45149 0.1098
C 2.07351 -2.22681 3.07587 -1.4661
C 0.83573 -1.42607 2.70468 0.3803
C 0.76931 -1.14668 1.21131 -0.7395
O 0.77886 -0.20283 3.43480 -0.4827
H 2.97534 -1.66655 2.81499 0.3401
H 2.09728 -2.41785 4.14861 0.3416
H 2.09992 -3.18243 2.55068 0.4022
H -0.05668 -1.97597 3.01106 0.3197
H 1.63334 -0.56161 0.88591 0.3712
H -0.11842 -0.56531 0.98312 -0.1208
H 0.74279 -2.07318 0.63423 0.4357
H 1.55140 0.32715 3.19780 0.3066
C 2.04547 4.07709 5.63679 -1.3536
C 2.50176 2.65218 5.36799 0.5810
C 3.57293 2.20647 6.35067 -1.3078
O 2.97551 2.52485 4.02406 -0.5586
H 2.88498 4.76982 5.52989 0.3381
H 1.27626 4.37278 4.92354 0.3355
H 1.64412 4.18019 6.64555 0.3684
H 1.64708 1.97714 5.43289 0.2639
H 4.45568 2.84637 6.26421 0.3263
H 3.88128 1.18214 6.14122 0.3175
H 3.21318 2.25814 7.37886 0.3762
H 3.73729 3.10639 3.92749 0.3233
```

Output
Structure (SMILES): Nc1cnc2cc(S(=O)(=O)F)c(P(=O)(O)O)c([PH2]=S)c2n1.CC(C)O.CC(C)O
F_max in eV/A: 0.64
LUMO level in Ha: -0.04796

Entry 3:
C24H35N2W | wB97M-V/def2-TZVPD

```
62
Properties=species:S:1:pos:R:3:mulliken_charge:R:1
C 1.40819 -1.84451 0.47678 0.1039
C 1.94209 -1.20923 -0.68718 0.6623
C 0.99324 -1.35962 -1.75797 0.8020
C -0.13153 -2.08243 -1.24093 0.3277
C 0.09840 -2.32396 0.15686 0.6521
W 0.02227 -0.08737 -0.16952 1.1889
C -2.75781 1.40624 -1.30958 0.6651
C -2.16540 0.95501 -0.11197 -0.4105
H -2.14957 1.61084 0.80568 0.2243
C -2.03178 -0.51260 0.15105 -0.9391
H -2.66672 -1.05823 -0.57405 0.5028
H -2.28510 -0.80068 1.20166 0.3725
C -2.90825 2.90696 -1.43724 -1.4218
H -2.39938 3.58523 -0.72439 0.4346
H -2.76896 3.36566 -2.43071 0.3020
H -3.95699 2.90340 -1.19791 0.4973
C -2.49296 0.64419 -2.57365 -1.2781
H -1.64925 -0.07702 -2.69322 -0.1490
H -3.41136 0.07525 -2.56075 0.5216
H -2.45008 1.23973 -3.50767 0.4091
C 3.27120 -0.55148 -0.72926 -1.8211
H 3.45114 0.05001 0.17154 0.3227
H 4.08658 -1.27356 -0.83015 0.3483
H 3.35765 0.12676 -1.57917 0.5787
C 1.16191 -0.90284 -3.17060 -0.8958
H 1.65456 0.06958 -3.22733 0.1987
H 1.79189 -1.60199 -3.73560 0.3614
H 0.20448 -0.79228 -3.69116 0.3470
C -1.24666 -2.68664 -2.03726 -1.5348
H -1.37308 -2.20302 -3.01327 0.3705
H -1.02680 -3.74959 -2.22293 0.3710
H -2.20362 -2.65019 -1.50355 0.3654
C -0.73872 -3.17969 1.04706 -1.7111
H -1.78618 -3.19761 0.73023 0.3809
H -0.36236 -4.21316 1.02837 0.3472
H -0.70214 -2.83649 2.08898 0.3407
C 2.15132 -2.07812 1.74832 -1.4626
H 1.49371 -2.46197 2.53814 0.3566
H 2.94158 -2.82833 1.59093 0.3072
H 2.64051 -1.16249 2.11264 0.3179
C 1.28807 1.39471 -1.44381 0.3558
C 0.21497 2.35644 -1.75234 -0.9813
C 2.41247 2.06059 -1.72423 -1.1606
C 0.00799 2.66536 -3.12770 -0.3723
H -0.68612 2.61381 -1.21945 0.9908
C 2.41747 2.79960 -2.97746 -0.6056
H 3.12920 2.22104 -0.96665 0.6386
C 1.30755 2.92618 -3.69265 -0.5634
H -0.90706 2.91371 -3.63449 0.3750
H 3.36406 3.24419 -3.26472 0.4124
H 1.31468 3.35162 -4.80058 0.2085
C 0.98289 -0.48233 4.93705 -0.7087
N -0.09780 0.25246 4.23146 -0.0232
C -1.16549 0.84804 5.06629 -0.7822
C -0.11190 0.34145 2.94203 0.4913
N 0.06184 0.28477 1.77808 -0.4064
H 0.79860 -0.37458 6.00841 0.2992
H 1.96668 -0.05946 4.68618 0.2994
H 0.96996 -1.55057 4.67069 0.2708
H -1.22841 1.93034 4.89299 0.3313
H -2.13762 0.38969 4.83596 0.3235
H -0.90852 0.65559 6.10989 0.2506
```

Output
Energy above the lowest of the compared OMol25 structures with the same formula, charge and spin in kcal per mole: 142.17
F_max in eV/A: 7.68
Net charge: +1
LUMO level (spin up / spin down) in Ha: -0.11570 / -0.13426
Spin multiplicity: 3
<S²>: 2.033

Entry 4:
C19H23N3O | wB97M-V/def2-TZVPD

```
46
Properties=species:S:1:pos:R:3:mulliken_charge:R:1
C -2.19397 -0.41254 4.76841 -0.0420
C -1.59700 -1.02869 3.89883 -0.3238
N -3.65230 2.19532 6.89535 -0.6156
O 0.45020 1.89654 -2.14248 -0.6898
C -3.03582 1.42610 7.75049 -0.1296
C -3.49552 1.56407 5.64611 -0.3668
C -2.78195 0.39379 5.79589 0.2135
C 0.84447 -0.35334 -6.67021 -0.3331
C 0.47107 -1.39060 -5.78260 -0.7295
C 1.49294 0.78706 -6.22724 -0.7986
C 0.74852 -1.24767 -4.41747 -0.2326
C 1.75974 0.94877 -4.85360 -0.1018
C 1.41916 -0.08878 -3.95078 -0.4392
N -2.56400 0.30254 7.11414 -0.1199
N 0.71289 -0.87933 0.93739 0.1363
C -0.80643 -1.58388 2.75616 -0.1265
C 1.91494 -0.01955 -2.53478 -0.6274
C -0.15048 -0.38916 2.05978 -0.6470
C 0.00078 -1.29157 -0.27877 -0.8766
C 1.98677 -0.22022 0.59728 -0.9427
C -0.30425 -0.08577 -1.20887 -1.0371
C 1.70971 1.04573 -0.24513 -1.1825
C 0.95958 0.69670 -1.54713 1.3882
H 0.16321 1.67027 -3.06784 0.4572
H -2.93316 1.63901 8.83394 0.3571
H -3.89175 1.95585 4.68851 0.3928
H 0.71499 -0.47959 -7.74022 0.3556
H -0.03454 -2.28487 -6.13635 0.3763
H 1.67513 1.55866 -6.92387 0.4156
H 0.45880 -2.06349 -3.77608 0.4065
H 2.25637 1.87931 -4.55971 0.3732
H -1.97450 -0.43720 7.52285 0.2292
H -1.53526 -2.06369 2.06463 0.2175
H -0.10160 -2.32856 3.07117 0.3447
H 2.86781 0.49369 -2.51195 0.5134
H 2.07847 -1.03530 -2.17818 0.4614
H -0.92474 0.30323 1.72828 0.2260
H 0.50902 0.10918 2.84622 0.4160
H 0.58618 -2.06214 -0.76222 0.4554
H -0.94527 -1.82069 -0.04347 0.2735
H 2.49609 0.11824 1.52096 0.4320
H 2.64243 -0.86799 0.00320 0.3609
H -0.77142 -0.36715 -2.14729 0.4477
H -0.99016 0.57505 -0.70301 0.2712
H 1.10405 1.69504 0.36657 0.3966
H 2.66078 1.54759 -0.45688 0.4440
```

Output
Energy above the lowest of the compared OMol25 structures with the same formula, charge and spin in kcal per mole: 74.77
Structure (SMILES): OC1(Cc2ccccc2)CCN(CCC#Cc2cnc[nH]2)CC1
F_max in eV/A: 3.32
LUMO level in Ha: 0.02671

Entry 5:
C4H4N4 | wB97M-V/def2-TZVPD

```
12
Properties=species:S:1:pos:R:3:mulliken_charge:R:1
C 1.46500 0.74631 -1.27526 -0.0133
C 0.29761 -0.51799 -0.01522 0.3570
C -1.56176 -0.91249 1.16765 -0.2816
C -0.39485 0.59625 0.12301 0.1982
H 2.23335 1.44638 -1.72251 0.2828
H 0.19313 -2.32063 1.28262 0.3131
H -2.26674 -1.28564 1.76791 0.4786
H 0.27983 2.42319 -1.15606 0.2481
N 1.29696 -0.51210 -0.95299 -0.6852
N -0.36088 -1.54736 0.75937 -0.1565
N -1.63477 0.36746 0.74074 -0.5862
N 0.45312 1.51662 -0.71926 -0.1549
```

Output
Energy above the lowest of the compared OMol25 structures with the same formula, charge and spin in kcal per mole: 36.69
Structure (SMILES): c1nc2[nH]cnc2[nH]1
F_max in eV/A: 6.59
LUMO level in Ha: 0.03610